Entry 1:
{
  "formula": "C5H14NO2",
  "method": "ωB97M-V/def2-TZVPD",
  "e_homo_ev": -3.11,
  "orbital_gap_ev": 6.69,
  "lumo_ev": 3.57,
  "total_charge": -1,
  "largest_force_ha_per_bohr": 0.0412,
  "energy_ev": -10996.5867,
  "species": ["C", "N", "C", "C", "C", "O", "C", "H", "H", "H", "H", "H", "H", "H", "H", "H", "H", "H", "H", "H", "H", "O"],
  "positions_angstrom": [[1.730, -2.683, 0.303], [1.249, -1.448, -0.229], [0.093, -0.805, 0.412], [0.354, 0.689, 0.536], [-0.075, 1.536, -0.672], [-1.457, 1.776, -0.600], [-1.260, -1.130, -0.285], [2.566, -3.027, -0.303], [0.977, -3.495, 0.352], [2.037, -2.534, 1.339], [1.155, -1.327, -1.227], [-0.002, -1.168, 1.422], [-0.220, 1.146, 1.336], [1.385, 0.914, 0.799], [0.467, 2.505, -0.724], [0.095, 1.066, -1.667], [-1.818, -0.185, -0.327], [-1.611, -2.071, 0.130], [-1.028, -1.297, -1.348], [-1.788, 3.289, -0.277], [-0.975, 4.130, 0.688], [-1.872, 4.120, 0.342]],
  "forces_ev_per_a": [[-0.69, -0.30, -0.24], [-0.21, 0.93, 0.27], [-0.01, 0.27, -0.22], [0.09, 1.03, -0.50], [-2.00, 0.43, -0.57], [0.52, 0.08, -0.29], [1.65, 0.42, -0.71], [0.18, -0.15, 0.14], [0.06, -0.04, -0.19], [0.32, 0.06, 0.02], [0.24, -0.60, 0.02], [0.32, -0.47, 0.53], [-0.42, -0.18, 0.26], [0.47, -0.47, -0.06], [0.37, -0.18, 0.26], [0.68, -0.33, 0.27], [-0.75, -0.45, 0.59], [-0.78, 0.20, 0.01], [-0.08, -0.18, 0.08], [-0.13, -0.21, 0.86], [-0.04, 0.11, 0.17], [0.17, 0.04, -0.68]],
  "mulliken_charge": [-0.89, -0.33, 0.04, -0.82, -0.55, -0.95, -1.23, 0.33, 0.26, 0.27, 0.30, 0.47, 0.31, 0.42, 0.29, 0.19, 0.31, 0.35, 0.27, 0.43, 0.25, -0.73]
}

***

Entry 2:
{
  "formula": "C3H22F9Na2O20S3",
  "method": "ωB97M-V/def2-TZVPD",
  "e_homo_ev": -6.23,
  "orbital_gap_ev": 4.99,
  "lumo_ev": -1.24,
  "total_charge": -1,
  "largest_force_ha_per_bohr": 0.0431,
  "energy_ev": -110219.5495,
  "species": ["Na", "Na", "C", "F", "F", "F", "S", "O", "O", "O", "C", "F", "F", "F", "S", "O", "O", "O", "C", "F", "F", "F", "S", "O", "O", "O", "O", "H", "H", "O", "H", "H", "O", "H", "H", "O", "H", "H", "O", "H", "H", "O", "H", "H", "O", "H", "H", "O", "H", "H", "O", "H", "H", "O", "H", "H", "O", "H", "H"],
  "positions_angstrom": [[-1.431, 2.623, -1.140], [2.326, -3.312, 2.672], [1.712, 1.371, -4.073], [2.271, 2.457, -3.548], [2.446, 1.028, -5.145], [1.857, 0.347, -3.190], [-0.055, 1.642, -4.594], [0.044, 2.934, -5.242], [-0.279, 0.530, -5.469], [-0.819, 1.640, -3.356], [1.289, -1.266, 0.400], [2.324, -1.189, 1.286], [1.748, -1.170, -0.834], [0.765, -2.496, 0.550], [0.086, 0.070, 0.774], [0.859, 1.217, 1.213], [-0.538, 0.321, -0.495], [-0.725, -0.533, 1.798], [-4.734, 2.685, 1.727], [-4.491, 3.988, 1.881], [-5.817, 2.369, 2.439], [-5.030, 2.488, 0.419], [-3.265, 1.696, 2.226], [-3.761, 0.337, 2.328], [-2.333, 1.940, 1.139], [-2.889, 2.273, 3.494], [-3.174, -0.150, -1.680], [-4.016, -0.354, -1.263], [-2.530, -0.216, -0.963], [0.025, 3.909, 0.765], [0.935, 4.194, 0.630], [0.049, 3.305, 1.518], [-0.499, -2.011, -2.842], [0.207, -1.436, -2.531], [-0.221, -2.905, -2.618], [-3.153, -2.237, 1.268], [-2.523, -1.580, 1.591], [-3.983, -1.752, 1.302], [2.055, -4.378, -1.689], [2.000, -5.299, -1.411], [2.854, -4.040, -1.264], [3.279, 2.618, 1.737], [2.474, 2.076, 1.660], [3.162, 3.119, 2.549], [0.757, 2.485, 4.264], [0.998, 1.825, 3.601], [1.592, 2.861, 4.559], [-1.504, -1.004, 4.465], [-1.179, -0.998, 3.553], [-2.414, -0.692, 4.374], [-1.083, -4.894, -1.540], [-0.157, -4.952, -1.283], [-1.088, -5.098, -2.481], [4.057, 0.778, -1.101], [3.145, 0.497, -0.972], [4.452, 0.079, -1.630], [4.384, -2.888, 0.018], [4.753, -2.506, 0.822], [4.785, -2.347, -0.673]],
  "forces_ev_per_a": [[0.15, -0.70, 0.14], [-0.49, 0.47, -0.44], [-0.19, -0.43, -0.43], [0.04, 0.12, 0.38], [0.09, 0.07, -0.02], [-0.11, 0.20, 0.13], [0.07, 0.52, -0.25], [-0.02, 0.00, 0.19], [-0.14, -0.37, -0.02], [0.23, 0.25, 0.42], [-0.65, 0.36, -0.30], [0.54, -0.44, 0.28], [0.55, -0.14, 0.12], [0.20, -0.18, 0.26], [-1.42, 1.70, -0.18], [0.84, -0.72, 0.47], [0.08, -0.54, -0.17], [0.37, -0.60, 0.16], [0.11, -0.22, -0.52], [-0.08, 0.20, 0.03], [-0.08, 0.05, 0.07], [-0.03, 0.00, 0.31], [0.27, -0.15, 0.83], [-0.12, 0.06, -0.34], [-0.01, 0.21, -0.43], [-0.07, 0.12, -0.18], [-0.18, 0.27, 0.11], [0.05, 0.00, 0.06], [0.08, -0.15, -0.15], [-0.13, 0.25, -0.29], [0.01, -0.16, 0.03], [-0.16, -0.07, -0.11], [0.07, -0.22, -0.04], [-0.13, 0.15, -0.16], [-0.02, 0.12, 0.16], [0.02, -0.21, -0.03], [-0.04, 0.06, -0.09], [0.05, 0.08, 0.09], [0.01, -0.18, 0.25], [0.17, -0.02, -0.15], [-0.08, 0.08, -0.03], [-0.09, -0.09, 0.22], [0.11, 0.12, -0.20], [-0.03, 0.03, -0.06], [0.26, 0.03, -0.07], [-0.24, -0.01, -0.04], [-0.04, -0.03, 0.02], [0.08, -0.36, 0.05], [-0.15, 0.28, 0.13], [0.09, 0.12, -0.06], [0.09, -0.27, 0.01], [-0.02, 0.22, -0.07], [-0.08, 0.05, -0.01], [0.29, -0.24, 0.34], [-0.04, 0.21, -0.21], [-0.13, 0.13, -0.25], [0.11, -0.15, 0.20], [0.08, 0.12, -0.10], [-0.17, -0.01, -0.08]],
  "mulliken_charge": [0.97, 0.93, 0.57, -0.22, -0.25, -0.24, 1.01, -0.68, -0.64, -0.62, 0.26, -0.36, 0.02, -0.22, 0.57, -0.29, -0.08, -0.46, 0.42, -0.23, -0.22, -0.24, 1.27, -0.77, -0.62, -0.74, -0.57, 0.26, 0.30, -0.57, 0.29, 0.29, -0.58, 0.22, 0.28, -0.67, 0.39, 0.32, -0.55, 0.30, 0.25, -0.62, 0.40, 0.29, -0.57, 0.27, 0.27, -0.71, 0.43, 0.32, -0.60, 0.26, 0.32, -0.60, 0.21, 0.28, -0.60, 0.29, 0.29]
}

***

Entry 3:
{
  "formula": "C5H8O",
  "method": "ωB97M-V/def2-TZVPD",
  "e_homo_ev": -10.14,
  "orbital_gap_ev": 11.28,
  "smiles": "C1CC1[C@H]1CO1",
  "lumo_ev": 1.14,
  "largest_force_ha_per_bohr": 0.0067,
  "energy_ev": -7359.7419,
  "species": ["C", "C", "C", "C", "C", "O", "H", "H", "H", "H", "H", "H", "H", "H"],
  "positions_angstrom": [[-0.203, -0.118, -1.490], [-0.214, -1.452, -0.813], [0.756, -0.384, -0.366], [0.689, 0.689, 0.678], [-0.118, 0.791, 1.895], [1.285, 0.571, 1.954], [-1.029, 0.531, -1.208], [0.172, 0.047, -2.492], [0.246, -2.278, -1.354], [-1.091, -1.738, -0.242], [1.784, -0.602, -0.652], [0.929, 1.642, 0.198], [-0.456, 1.785, 2.195], [-0.724, -0.038, 2.257]],
  "forces_ev_per_a": [[-0.06, 0.16, -0.22], [-0.05, -0.16, 0.15], [0.19, 0.19, -0.06], [-0.06, 0.08, -0.27], [-0.32, -0.01, 0.03], [0.20, -0.17, 0.22], [0.13, -0.01, -0.13], [-0.10, -0.29, -0.04], [-0.09, 0.14, 0.23], [0.15, 0.16, 0.07], [-0.13, 0.13, -0.03], [-0.02, -0.04, 0.20], [0.10, -0.25, 0.05], [0.07, 0.06, -0.20]],
  "mulliken_charge": [-0.57, -0.56, -0.06, -0.17, -0.28, -0.45, 0.26, 0.27, 0.22, 0.24, 0.29, 0.33, 0.23, 0.24]
}

***

Entry 4:
{
  "formula": "C3H7NO",
  "method": "ωB97M-V/def2-TZVPD",
  "e_homo_ev": -8.59,
  "orbital_gap_ev": 9.65,
  "smiles": "C=C(C)ON",
  "lumo_ev": 1.06,
  "largest_force_ha_per_bohr": 0.0645,
  "energy_ev": -6758.8326,
  "species": ["C", "C", "C", "O", "N", "H", "H", "H", "H", "H", "H", "H"],
  "positions_angstrom": [[1.788, 0.007, -0.484], [0.508, 0.046, -0.220], [0.033, 0.595, 1.111], [-0.398, -0.493, -1.102], [-1.790, -0.527, -0.634], [2.097, -0.508, -1.335], [2.459, 0.499, 0.086], [-1.002, 0.917, 0.998], [0.235, -0.362, 1.716], [0.547, 1.380, 1.565], [-2.305, -0.168, -1.372], [-2.172, -1.386, -0.331]],
  "forces_ev_per_a": [[-1.58, -1.13, -1.76], [-0.71, 1.40, 1.34], [-1.10, -3.05, -0.70], [-1.56, -1.03, 0.41], [2.21, 1.79, 1.19], [0.75, -0.67, -1.39], [2.01, 1.35, 1.88], [-0.05, -0.53, 0.58], [-1.20, 1.62, -0.02], [1.47, 1.18, 0.19], [-0.89, 0.69, -1.73], [0.65, -1.62, 0.01]],
  "mulliken_charge": [-1.03, 0.74, -1.11, -0.24, -0.43, 0.31, 0.33, 0.40, 0.22, 0.41, 0.21, 0.20]
}